{
  "formula": "C37H49ClIrN6O2S2Si2",
  "method": "ωB97M-V with the def2-TZVPD basis set",
  "multiplicity": 5,
  "gap_ev": [6.1, 6.3],
  "e_above_lowest_kcal_mol": 16.24,
  "e_homo_ev": [-8.818, -10.468],
  "charge": 1,
  "e_lumo_ha": [-0.101, -0.152],
  "molar_mass_g_mol": 957.82,
  "species": ["C", "C", "H", "N", "Si", "C", "Ir", "S", "C", "H", "C", "H", "H", "H", "O", "H", "H", "N", "H", "C", "H", "C", "C", "C", "H", "H", "C", "H", "H", "C", "H", "C", "Si", "H", "H", "C", "H", "N", "N", "Cl", "C", "C", "H", "C", "H", "H", "H", "H", "H", "H", "C", "H", "C", "C", "C", "C", "H", "H", "C", "H", "C", "C", "N", "H", "C", "C", "H", "C", "C", "H", "H", "C", "H", "C", "H", "H", "H", "H", "C", "H", "N", "O", "C", "H", "H", "H", "C", "C", "H", "H", "S", "H", "H", "H", "H", "C", "C", "C", "H", "H"],
  "positions_angstrom": [[4.024, 3.007, -0.310], [-4.038, -2.196, -0.414], [1.935, 0.728, 3.558], [-2.924, -2.255, -1.352], [1.857, 3.126, -2.809], [-0.264, -1.732, 1.338], [0.821, 0.428, -1.304], [-1.419, 1.417, -0.890], [-1.904, -4.492, -0.977], [-0.296, 5.079, 3.068], [4.946, 2.920, 0.697], [-0.075, -6.660, 1.667], [4.076, 3.814, -1.028], [2.186, -3.218, 2.236], [-1.067, 2.667, 2.386], [0.339, 5.016, -3.200], [-5.256, -0.681, 5.488], [2.705, -0.957, -2.075], [0.477, 1.261, -3.763], [-0.585, -6.058, 0.926], [-3.687, -2.375, 0.608], [-0.276, 4.902, 1.993], [-5.021, -0.266, 4.516], [-2.625, -5.201, -0.020], [-1.036, -0.976, 1.163], [1.707, 5.435, 1.878], [4.882, 1.868, 1.636], [0.046, -4.087, -1.760], [3.228, -2.387, 1.067], [-1.972, -5.983, 0.923], [4.284, 3.167, -3.395], [-4.416, 0.799, 2.012], [1.343, -0.931, 1.795], [-3.562, -3.996, -2.258], [4.872, -3.295, -4.240], [4.260, -2.645, -3.628], [3.734, 4.760, -2.855], [2.073, 2.013, -1.419], [0.876, 5.487, 1.303], [5.637, -0.559, -4.680], [3.290, -3.155, -2.779], [0.142, -5.373, -0.039], [-3.709, -5.157, -0.018], [0.602, 4.410, -2.328], [-3.220, 1.990, 0.693], [1.796, -2.640, -1.310], [-1.996, -3.403, -2.825], [-1.196, 5.306, 1.572], [3.849, 0.134, 2.300], [3.783, 0.614, -2.881], [2.542, -2.282, -2.012], [-2.546, -6.536, 1.655], [-3.697, -0.044, 4.152], [-0.515, -4.602, -0.989], [-6.043, 0.070, 3.639], [2.895, 1.002, 0.561], [-5.470, -0.756, 0.241], [0.959, 5.081, -1.540], [2.652, -2.260, 1.989], [5.738, 3.655, 0.769], [-2.612, -3.562, -1.945], [-2.475, 0.051, -0.824], [-3.683, 0.189, -0.249], [-4.912, 1.832, 0.191], [3.646, -0.462, -2.880], [-5.740, 0.602, 2.391], [1.225, -5.438, -0.051], [-4.062, 1.309, 0.634], [2.998, 2.040, -0.426], [0.881, -0.550, 4.186], [-7.078, -0.075, 3.927], [-0.331, 3.393, 1.773], [0.721, 6.459, 1.077], [1.108, 2.058, -4.162], [3.113, -4.220, -2.720], [3.308, 4.184, -4.464], [-2.897, -0.271, 4.848], [-0.602, -2.371, 2.164], [-2.099, -1.183, -1.409], [0.213, 0.746, 3.174], [1.831, 0.164, 0.460], [0.500, 2.943, 0.829], [4.444, -1.275, -3.663], [3.361, -2.026, 2.789], [0.959, 3.732, 0.472], [-6.544, 0.882, 1.717], [3.448, 3.871, -3.425], [3.883, 0.934, 1.572], [-4.758, -2.971, -0.673], [0.464, 2.664, -4.808], [-0.569, -1.305, -2.186], [1.865, 1.582, -4.793], [-2.364, 0.675, 2.626], [-0.183, -2.363, 0.450], [-0.312, 3.921, -1.974], [1.077, 0.093, 3.322], [-3.395, 0.481, 2.904], [-4.686, -0.837, -0.505], [-5.117, -0.691, -1.499], [5.629, 1.799, 2.416]]
}